59
Properties=species:S:1:pos:R:3 method="wB97M-V/def2-TZVPD" e_lumo_ev=-3.72 total_charge=+1 multiplicity=1 e_homo_ev=-10.84
Au 0.053 0.599 -0.215
C -1.798 -0.415 1.422
C -0.718 0.257 2.060
C -0.697 1.642 1.626
C -1.698 1.772 0.619
C -2.377 0.478 0.523
C -3.500 0.143 -0.398
C -2.236 3.051 0.056
C 0.058 2.753 2.290
C 0.170 -0.322 3.108
C -2.179 -1.854 1.577
H -4.428 0.024 0.167
H -3.318 -0.803 -0.914
H -3.663 0.919 -1.144
H -3.051 3.427 0.681
H -2.626 2.915 -0.951
H -1.469 3.823 0.014
H 1.035 2.426 2.640
H -0.497 3.124 3.156
H 0.211 3.591 1.612
H -0.367 -0.365 4.059
H 1.062 0.281 3.261
H 0.477 -1.338 2.858
H -3.251 -1.953 1.758
H -1.663 -2.314 2.419
H -1.950 -2.438 0.682
C 1.099 2.384 -5.912
C 0.937 1.016 -6.095
C 0.647 0.202 -5.014
C 0.521 0.763 -3.742
C 0.684 2.133 -3.560
C 0.972 2.942 -4.648
P 0.220 -0.299 -2.331
C -1.097 -1.446 -2.746
C -1.103 -2.712 -2.160
C -2.167 -3.570 -2.384
C -3.226 -3.166 -3.188
C -3.222 -1.906 -3.770
C -2.162 -1.040 -3.548
C 1.682 -1.120 -1.720
C 2.625 -2.022 -2.192
C 3.649 -2.379 -1.329
C 3.717 -1.841 -0.044
C 2.767 -0.939 0.422
C 1.737 -0.583 -0.434
H 1.324 3.016 -6.760
H 1.037 0.584 -7.082
H 0.511 -0.863 -5.161
H 0.585 2.561 -2.570
H 1.095 4.008 -4.509
H -0.274 -3.024 -1.535
H -2.169 -4.555 -1.937
H -4.055 -3.837 -3.365
H -4.046 -1.596 -4.398
H -2.160 -0.056 -4.002
H 2.573 -2.430 -3.194
H 4.408 -3.077 -1.653
H 4.533 -2.134 0.603
H 2.843 -0.530 1.421

14
Properties=species:S:1:pos:R:3 method="wB97M-V/def2-TZVPD" e_lumo_ev=0.99 multiplicity=1 e_homo_ev=-8.73
C -1.883 0.382 0.135
C -0.434 0.241 -0.293
C 0.632 0.873 0.576
C 1.781 0.245 0.316
N 1.584 -0.818 -0.599
C 0.211 -1.139 -0.479
O -0.268 -2.242 -0.457
H -2.131 1.450 0.141
H -2.072 -0.014 1.135
H -2.564 -0.102 -0.570
H -0.337 0.671 -1.307
H 0.450 1.617 1.341
H 2.760 0.390 0.751
H 2.272 -1.554 -0.689

67
Properties=species:S:1:pos:R:3 method="wB97M-V/def2-TZVPD" e_lumo_ev=-4.76 total_charge=+1 multiplicity=1 e_homo_ev=-10.52
C -5.867 0.392 1.450
C -4.569 -0.256 1.438
C -4.063 -1.277 2.215
C -2.850 -1.677 1.606
C -2.504 -0.705 0.662
B -1.677 -0.840 -0.802
N -2.357 -1.168 -2.261
C -3.791 -1.599 -2.319
C -2.141 0.087 -3.101
C -1.410 1.068 -2.223
O -1.070 2.196 -2.496
O -1.082 0.485 -1.031
C -1.472 -2.278 -2.829
C -0.494 -2.663 -1.748
O 0.390 -3.486 -1.828
O -0.700 -1.906 -0.625
O -3.632 0.131 0.521
H -6.569 -0.224 2.020
H -5.774 1.359 1.956
H -6.300 0.528 0.453
H -4.496 -1.690 3.131
H -2.234 -2.528 1.913
H -4.004 -2.012 -3.323
H -3.971 -2.391 -1.579
H -4.459 -0.752 -2.100
H -1.517 -0.133 -3.982
H -3.093 0.492 -3.460
H -2.061 -3.153 -3.132
H -0.950 -1.911 -3.725
C -0.650 5.816 2.811
C -0.539 4.328 2.671
C -1.611 3.487 3.013
C -1.560 2.127 2.730
C -0.451 1.522 2.076
C -0.517 0.108 1.734
C 0.733 -0.475 1.259
C 1.379 0.079 0.128
C 2.469 -0.533 -0.482
C 3.099 -1.600 0.194
O 4.068 -2.406 -0.404
C 5.041 -1.836 -1.229
C 5.693 -2.735 -2.083
C 6.807 -2.309 -2.797
C 7.278 -1.000 -2.645
C 6.633 -0.112 -1.778
C 5.505 -0.524 -1.059
C 2.609 -2.036 1.440
C 1.431 -1.504 1.937
C 0.715 2.356 1.961
C 0.650 3.724 2.229
H 0.082 6.341 2.190
H -1.643 6.166 2.509
H -0.486 6.129 3.850
H -2.506 3.911 3.474
H -2.382 1.468 3.013
H -1.028 -0.509 2.474
H 0.965 0.981 -0.321
H 2.767 -0.228 -1.502
H 5.328 -3.757 -2.135
H 7.318 -3.006 -3.458
H 8.158 -0.669 -3.193
H 6.995 0.908 -1.626
H 5.024 0.140 -0.337
H 3.118 -2.857 1.947
H 1.020 -1.862 2.881
H 1.678 1.921 1.664
H 1.532 4.358 2.065

21
Properties=species:S:1:pos:R:3 method="wB97M-V/def2-TZVPD" e_lumo_ev="0.23 / 0.19" multiplicity=2 e_homo_ev="-3.75 / -7.59"
O -1.368 0.161 1.102
C -0.429 -0.712 1.241
C 0.874 -0.356 0.700
C 0.817 -0.032 -0.796
C 1.134 1.413 -0.982
N -0.139 2.048 -0.566
N 1.896 -1.369 0.898
H -0.552 -1.674 1.751
H 1.260 0.592 1.162
H -0.167 -0.159 -1.247
H 1.310 -0.814 -1.375
H 1.584 1.593 -1.964
H 1.977 1.785 -0.388
H -0.711 1.367 0.011
H -0.665 2.393 -1.359
H -0.088 2.835 0.081
H 1.879 -1.792 1.809
H 2.758 -1.365 0.370
H -2.359 -1.658 -1.963
H -3.086 -0.576 -1.265
O -2.234 -1.016 -1.248

16
Properties=species:S:1:pos:R:3 method="wB97M-V/def2-TZVPD" e_lumo_ev=0.76 multiplicity=1 e_homo_ev=-8.78
O -2.467 -1.507 0.883
C -1.682 -2.358 1.488
C -0.078 0.595 0.566
C 1.409 0.898 0.300
C 1.110 0.817 -1.211
C -0.167 0.015 -0.871
H -2.032 -0.927 0.224
H -0.311 -0.053 1.416
H -0.650 -2.195 1.061
H -0.669 1.512 0.658
H 2.043 0.066 0.626
H 1.817 1.831 0.698
H 0.857 1.800 -1.619
H 1.852 0.344 -1.861
H 0.031 -1.065 -0.891
H -1.062 0.227 -1.468

10
Properties=species:S:1:pos:R:3 method="wB97M-V/def2-TZVPD" e_lumo_ev=-0.54 multiplicity=1 e_homo_ev=-8.50
C -1.837 0.222 0.203
C -0.420 0.058 0.383
C -1.202 -0.079 -1.055
C 0.790 -0.355 1.189
N 0.806 0.817 0.369
I 2.324 0.981 -0.832
H -1.685 -0.936 -1.589
H -0.811 0.715 -1.730
H 0.693 -0.249 2.251
H 1.341 -1.175 0.811

Table of electronic energy (a.u.), in record order: -1561.16571, -324.70324, -1691.43700, -420.04043, -271.59739, -506.99592
Table of max |F| (eV Å⁻¹), in record order: 0.6, 0.6, 4.0, 2.1, 0.4, 2.5